1.
ORCA calculation (ωB97M-V/def2-TZVPD) on a molecular structure, C11H20N2OPSn in a non-equilibrium geometry.

Results
**Kohn-Sham gap**: 0.3465 Eh
**E_LUMO**: -0.09804 Eh
**Molar mass**: 345.98 g mol⁻¹
**Total charge**: +1

Each line ends with the natural charge from an NBO analysis.
Atoms and positions in Å:
C 1.260 -0.693 -1.486  -0.4691
C 0.517 -0.264 -2.654  -0.2921
C -0.472 -1.215 -3.042  -0.3165
C -0.402 -2.381 -2.218  -0.2695
C 0.657 -2.112 -1.203  -0.4484
Sn -0.738 -0.484 -0.398  1.1980
P -0.108 2.539 0.268  -0.0143
H 2.087 -0.023 -0.981  0.3006
H 0.696 0.720 -3.262  0.2729
H -1.463 -0.985 -3.720  0.2690
H 0.717 -2.889 -0.468  0.2683
H -1.018 -3.313 -2.453  0.2779
H -0.856 3.451 1.114  0.0463
H 0.293 3.470 -0.638  0.0228
H 1.153 2.674 1.113  0.0441
C -1.662 0.491 3.211  -0.3980
N -0.649 -0.357 3.756  -0.4323
C -0.337 -0.059 5.167  -0.2005
C 0.333 -1.245 5.767  -0.4350
C 1.626 -1.490 5.019  -0.2027
N 1.466 -1.327 3.551  -0.4090
C 2.506 -1.846 2.656  -0.4116
C 0.361 -0.805 2.964  0.8208
O 0.379 -0.738 1.689  -0.8036
H -2.372 0.694 4.022  0.2230
H -2.184 -0.075 2.446  0.2129
H -1.256 1.412 2.785  0.1894
H 0.328 0.878 5.226  0.1930
H -1.323 0.218 5.613  0.2225
H -0.298 -2.101 5.623  0.2211
H 0.514 -1.020 6.804  0.2419
H 1.983 -2.525 5.215  0.2202
H 2.420 -0.758 5.362  0.2046
H 3.453 -1.388 2.862  0.2091
H 2.567 -2.913 2.726  0.2046
H 2.205 -1.595 1.658  0.2396

Atoms 1-6, force components in eV/Å:
C -0.21 -1.40 -0.16
C -0.03 1.32 -0.87
C -2.38 0.33 -0.63
C 1.44 1.32 -0.01
C -0.80 0.66 -2.45
Sn -1.56 0.42 0.70


2.
ORCA calculation (ωB97M-V/def2-TZVPD) on a molecular structure, C11H20N2OPTi in a non-equilibrium geometry.

Results
**2S+1**: 2
**Kohn-Sham gap (spin up / spin down)**: 0.1970 / 0.1981 Eh
**E_LUMO (spin up / spin down)**: 0.00332 / 0.00325 Eh
**⟨S²⟩**: 0.7853
**Molar mass**: 275.13 g mol⁻¹
**Total charge**: 0

Each line ends with the Löwdin spin population.
Atoms and positions in Å:
C -0.242 -1.244 -3.647  -0.0236
C -0.506 -0.449 -4.763  0.0248
C -0.289 0.941 -4.833  -0.0348
C 0.261 1.690 -3.770  0.0362
C 0.583 1.088 -2.561  -0.0385
Ti 0.076 -0.637 -1.818  0.8391
P 0.261 -2.863 -1.031  0.1359
H -0.509 -2.311 -3.759  -0.0031
H -0.880 -0.943 -5.673  0.0018
H -0.500 1.453 -5.780  -0.0031
H 1.185 1.676 -1.834  -0.0048
H 0.527 2.739 -3.963  0.0034
H 1.499 -3.229 -0.424  0.0157
H 0.232 -3.913 -1.997  -0.0007
H -0.553 -3.545 -0.069  0.0314
C -2.287 0.380 0.658  0.0027
N -1.159 0.530 1.561  0.0000
C -1.427 0.975 2.925  0.0000
C -0.427 0.353 3.892  0.0000
C 0.969 0.757 3.440  0.0001
N 1.183 0.390 2.049  0.0001
C 2.556 0.093 1.646  0.0007
C 0.131 0.281 1.160  0.0014
O 0.393 -0.089 0.024  0.0102
H -2.813 1.353 0.563  0.0000
H -2.992 -0.375 1.067  0.0003
H -1.980 0.052 -0.356  0.0036
H -1.334 2.082 2.972  0.0000
H -2.458 0.701 3.237  0.0000
H -0.522 -0.755 3.861  0.0000
H -0.605 0.698 4.933  0.0000
H 1.707 0.244 4.098  0.0000
H 1.123 1.852 3.549  0.0000
H 3.200 0.981 1.815  0.0000
H 2.947 -0.756 2.248  0.0000
H 2.651 -0.195 0.578  0.0011

Atoms 1-6, force components in eV/Å:
C -0.69 -0.86 -0.31
C 0.01 0.36 -0.23
C -0.17 0.02 -0.27
C 0.38 -0.43 -0.17
C 0.41 1.32 -0.19
Ti -0.33 1.53 -1.49


3.
ORCA calculation (ωB97M-V/def2-TZVPD) on 2 unconnected molecules or ions with the total composition C11H20NO2 in a non-equilibrium geometry.

Results
**Kohn-Sham gap**: 0.3211 Eh
**E_LUMO**: -0.09429 Eh
**Molar mass**: 198.29 g mol⁻¹
**Relative energy (zero: lowest compared OMol25 entry of this formula, charge and spin)**: 4.0844 eV
**Total charge**: +1

Each line ends with the natural charge from an NBO analysis.
Atoms and positions in Å:
C 4.884 -0.813 -0.212  -0.2694
C 3.862 -0.310 -1.222  -0.4909
C 4.312 -0.697 1.003  0.1187
C 2.766 0.170 -0.347  0.2573
C -1.531 -2.378 1.274  -0.6067
C -3.302 -0.788 -0.650  -0.3919
C -2.159 1.781 -1.283  -0.4233
C -2.248 1.701 1.119  -0.4658
C -1.045 -1.342 0.195  -0.5042
C 1.711 0.889 -0.632  0.0237
C -2.073 -0.410 -0.307  0.1769
N -1.813 1.022 -0.110  -0.4530
O 3.042 -0.148 0.990  -0.4994
O 0.760 1.381 0.345  -0.7654
H 5.990 -0.994 -0.333  0.2562
H 4.278 0.446 -1.815  0.2490
H 4.675 -0.937 1.967  0.2158
H -1.551 -3.436 0.684  0.2245
H -2.611 -2.202 1.522  0.2240
H -0.800 -2.420 2.155  0.2364
H 3.508 -1.178 -1.707  0.2433
H -4.042 -0.125 -1.098  0.2177
H -3.567 -1.747 -1.142  0.2473
H -1.752 1.204 -2.170  0.2451
H -3.284 1.909 -1.445  0.2364
H -1.814 2.823 -0.999  0.2349
H -2.474 1.049 1.972  0.2537
H -1.607 2.544 1.441  0.2427
H -3.201 2.294 1.104  0.2454
H -0.723 -1.944 -0.582  0.2458
H -0.053 -0.878 0.564  0.2390
H 1.362 0.994 -1.631  0.1981
H -0.789 1.182 0.050  0.5029
H 1.290 1.356 1.298  0.5349

Atoms 1-6, force components in eV/Å:
C 0.50 0.72 2.01
C 0.60 -0.94 1.52
C 0.81 -0.03 -1.81
C 0.64 0.01 1.71
C -0.06 -1.98 -1.13
C -0.22 -0.09 -2.99


4.
ORCA calculation (ωB97M-V/def2-TZVPD) on 2 unconnected molecules or ions with the total composition C11H20NSi in a non-equilibrium geometry.

Results
**Kohn-Sham gap**: 0.2657 Eh
**E_LUMO**: -0.14335 Eh
**Molar mass**: 194.37 g mol⁻¹
**Relative energy (zero: lowest compared OMol25 entry of this formula, charge and spin)**: 2.9797 eV
**Total charge**: +1

Each line ends with the natural charge from an NBO analysis.
Atoms and positions in Å:
C -3.854 0.165 -0.280  -0.1647
C -3.159 -0.003 0.922  -0.1928
C -3.090 0.128 -1.454  -0.1992
C -1.773 0.024 0.993  -0.2477
C -1.748 0.234 -1.474  -0.1870
C -0.987 0.164 -0.223  -0.5568
C 1.532 2.305 1.974  -0.6276
C 3.012 0.891 -2.084  -0.5915
C 1.696 0.830 1.510  -0.8963
C 1.524 0.555 -1.937  -0.9115
C 0.867 -2.433 0.555  -0.6239
N -0.586 -2.764 0.606  -0.7545
Si 0.913 0.504 -0.182  1.7748
H -4.960 0.036 -0.208  0.2435
H -3.692 0.049 1.848  0.2254
H -3.661 0.303 -2.385  0.2346
H -1.405 0.120 1.896  0.2098
H -1.271 0.107 -2.360  0.2120
H 0.513 2.605 2.122  0.2149
H 1.895 2.223 3.051  0.2318
H 1.972 3.132 1.375  0.2243
H 3.209 1.169 -3.042  0.2260
H 3.375 1.747 -1.532  0.2109
H 3.526 0.038 -1.770  0.2143
H 1.260 0.366 2.298  0.2517
H 2.740 0.418 1.397  0.2646
H 1.397 -0.290 -2.470  0.2598
H 0.853 1.251 -2.305  0.2387
H 1.311 -2.813 -0.393  0.1958
H 1.290 -2.889 1.549  0.1988
H -1.039 -1.755 0.631  0.4599
H -0.881 -3.247 -0.202  0.4255
H -0.781 -3.172 1.574  0.4364

Atoms 1-6, force components in eV/Å:
C 0.21 -1.87 1.15
C -0.38 0.88 -0.59
C -3.13 1.56 -0.75
C -1.00 0.55 -6.24
C 1.35 -1.19 4.41
C -0.84 1.16 0.26


5.
ORCA calculation (ωB97M-V/def2-TZVPD) on 3 unconnected molecules or ions with the total composition C11H20S in a non-equilibrium geometry.

Results
**Kohn-Sham gap (spin up / spin down)**: 0.2242 / 0.2740 Eh
**E_LUMO (spin up / spin down)**: -0.04485 / -0.01360 Eh
**Molar mass**: 184.35 g mol⁻¹
**Relative energy (zero: lowest compared OMol25 entry of this formula, charge and spin)**: 10.2090 eV
**Total charge**: 0

Each line ends with the natural charge from an NBO analysis.
Atoms and positions in Å:
C 1.274 0.801 0.762  -0.2527
C -0.319 1.121 -1.940  -0.7316
C 1.594 -0.686 0.974  -0.5871
C 0.909 -2.825 -2.227  -0.3814
C -0.419 -2.828 -1.427  -0.4429
C 1.834 -1.804 -1.405  -0.4383
C -0.009 -2.383 -0.053  -0.1980
C 1.117 -1.753 -0.039  -0.0076
C -0.871 2.354 2.686  -0.6120
C -1.440 3.021 1.386  -0.4048
C -0.430 2.768 0.299  -0.5645
S -0.195 1.062 -0.137  0.7855
H -1.176 1.658 -1.959  0.1651
H -0.452 0.210 -2.425  0.1858
H 2.650 -0.746 1.158  0.2412
H 1.280 -0.903 2.015  0.2548
H 1.388 -3.738 -2.219  0.1974
H 0.842 -2.506 -3.250  0.2031
H -1.126 -2.056 -1.692  0.2029
H -0.919 -3.771 -1.559  0.2133
H 2.844 -2.201 -1.371  0.2134
H 1.721 -0.898 -1.946  0.2097
H -1.391 -0.622 0.597  -0.0223
H -0.630 -2.601 0.888  0.2293
H -1.110 1.371 2.860  0.2156
H 0.158 2.520 2.502  0.2225
H -1.235 3.120 3.514  0.2049
H -1.518 4.095 1.392  0.2162
H -2.491 2.644 1.098  0.2050
H -0.774 3.297 -0.660  0.2343
H 0.598 3.210 0.550  0.2622
H -1.705 -0.930 1.628  -0.0194

Atoms 1-6, force components in eV/Å:
C -0.91 -1.65 -0.11
C 2.29 -0.02 2.08
C -0.42 -0.46 -0.01
C -0.22 2.92 1.38
C 0.77 -0.31 -0.21
C -2.05 -1.80 -0.13


6.
ORCA calculation (ωB97M-V/def2-TZVPD) on a molecular structure, C11H21AgN2S4Sb2 in a non-equilibrium geometry.

Results
**Kohn-Sham gap**: 0.2009 Eh
**E_LUMO**: 0.15969 Eh
**Molar mass**: 660.96 g mol⁻¹
**Relative energy (zero: lowest compared OMol25 entry of this formula, charge and spin)**: 0.1943 eV
**Total charge**: -2

Each line ends with the natural charge from an NBO analysis.
Atoms and positions in Å:
Ag -0.394 -0.927 2.080  0.5677
S 2.097 -2.907 6.041  -0.9416
Sb 1.994 -2.369 3.783  1.3985
S 0.009 -3.226 2.829  -0.9953
S 1.725 0.055 3.407  -1.0906
S 3.717 -3.059 2.451  -0.9660
C 1.830 2.513 0.327  -0.6341
C 0.368 2.731 0.874  -0.7256
Sb -1.012 1.055 0.728  1.0448
C -2.705 2.258 1.428  -0.7539
C -2.922 3.394 0.458  -0.6289
C -1.595 1.068 -1.427  -0.7301
C -2.722 -0.006 -1.515  -0.6249
H 2.491 3.370 0.425  0.2019
H 1.584 2.208 -0.640  0.1972
H 2.194 1.539 0.757  0.2422
H -0.138 3.406 0.206  0.1824
H 0.322 3.165 1.880  0.2225
H -2.418 2.573 2.500  0.2354
H -3.449 1.458 1.470  0.2195
H -2.146 4.177 0.501  0.2102
H -3.948 3.923 0.654  0.1813
H -3.012 3.139 -0.568  0.2053
H -0.718 0.797 -1.963  0.2280
H -1.946 2.054 -1.808  0.1925
H -2.297 -0.936 -1.308  0.2251
H -3.218 -0.108 -2.420  0.1947
H -3.479 0.153 -0.759  0.1875
N 2.578 -1.165 -0.055  -0.7708
C 1.883 -1.797 -0.960  0.4038
C 1.382 -3.084 -0.686  -0.2942
C 0.953 -3.822 -1.739  -0.1618
C 0.863 -3.280 -3.071  -0.3806
C 1.231 -1.902 -3.158  0.0374
N 1.692 -1.188 -2.134  -0.5382
H 2.671 -1.512 0.878  0.4483
H 2.839 -0.193 -0.154  0.3871
H 1.331 -3.432 0.291  0.2679
H 0.673 -4.854 -1.660  0.1958
H 0.553 -3.929 -3.917  0.1964
H 1.142 -1.339 -4.026  0.1633

Atoms 1-6, force components in eV/Å:
Ag 0.73 -0.90 0.72
S 0.02 0.14 -0.49
Sb 0.08 0.79 0.84
S -0.52 0.04 -0.21
S -0.27 -0.87 -0.08
S 0.27 -0.12 -0.10